No. 1
89
Properties=species:S:1:pos:R:3:forces:R:3:mulliken_charge:R:1 method="wB97M-V/def2-TZVPD" total_charge=+1 homo_energy_ev=-10.6 e_tot_ev=-65200.569 lumo_ev=-2.40 gap_ev=8.202
C -2.6256 -2.1893 0.3543 0.18 0.33 -0.02 -0.656
C -1.6146 -3.1767 -0.1244 -0.57 -1.44 -0.86 0.503
O -1.9130 -4.2142 -0.6460 0.49 0.91 0.44 -0.535
O -0.2472 -2.9294 0.1233 -0.06 0.20 0.20 -0.228
C 0.4250 -2.1066 -0.7501 0.26 -0.01 -0.07 -0.705
S 0.0709 -0.3127 -0.3521 -0.65 -0.03 0.46 0.798
C 1.3016 0.1346 0.8934 0.27 -0.29 -0.14 -0.139
C 1.2893 -0.9365 1.9547 -1.05 -0.04 0.62 -0.047
O 0.3586 -1.1942 2.6545 1.14 0.04 -0.61 -0.170
F 2.4554 -1.5821 2.0285 -0.04 -0.09 0.09 -0.312
B 0.5021 0.7093 -1.9087 0.79 0.58 -0.54 0.627
O 1.7188 1.2716 -1.8317 -0.19 0.01 0.12 -0.697
N -0.4824 0.9151 -2.9043 -0.55 -0.53 0.08 0.040
C -1.1459 -0.3242 -3.3488 0.09 0.34 0.04 -0.836
C -1.4400 1.8528 -2.2344 0.18 -0.52 -0.28 -0.628
H -2.2143 -1.2494 0.7049 0.10 -0.02 0.10 0.087
H -3.3034 -1.9962 -0.4748 -0.16 -0.07 0.05 0.391
H -3.1745 -2.6677 1.1670 -0.12 -0.07 -0.03 0.333
H 1.4927 -2.2529 -0.6014 0.03 -0.01 -0.04 0.440
H 0.1695 -2.2616 -1.8003 -0.05 0.05 -0.08 0.413
H 2.2629 0.2618 0.4086 0.11 -0.01 0.09 0.542
H 0.9583 1.0599 1.3520 -0.18 0.13 -0.21 -0.033
H 1.8432 1.8839 -2.5725 0.16 -0.07 0.03 0.309
H -0.4116 -1.0157 -3.7482 -0.10 -0.08 -0.18 0.191
H -1.6740 -0.8064 -2.5141 -0.10 -0.09 0.03 0.237
H -1.8980 -0.0916 -4.0985 0.06 0.00 -0.14 0.424
H -0.9942 2.0956 -1.2706 -0.55 0.79 0.13 0.083
H -1.6586 2.7282 -2.8406 0.24 0.10 0.01 0.326
H -2.3770 1.3252 -2.0565 -0.06 0.02 0.19 0.294
C 0.4288 4.6431 0.7882 -0.18 -0.16 -0.03 -1.507
C -0.4152 3.5210 1.3409 -0.04 0.31 0.46 0.900
O -0.7074 2.5241 0.6719 0.38 -0.38 -0.29 -0.621
N -0.8489 3.6084 2.6070 0.19 -0.06 -0.04 0.021
C -0.6147 4.6739 3.5638 -0.11 -0.11 -0.04 -1.130
H 0.6887 4.4253 -0.2414 0.02 -0.04 -0.01 0.164
H -0.1157 5.5869 0.8223 0.05 0.04 0.04 0.472
H 1.3538 4.7524 1.3519 0.02 0.08 -0.01 0.434
H -1.4095 2.8139 2.9012 -0.32 -0.05 0.07 0.068
H -0.0990 4.2876 4.4440 0.02 0.03 -0.01 0.305
H -1.5620 5.1077 3.8847 0.01 0.02 -0.01 0.333
H -0.0059 5.4567 3.1252 0.03 0.03 -0.02 0.449
C -1.1494 -4.4252 3.0527 0.41 -1.23 -0.01 -0.986
C -2.5005 -4.4670 3.7259 -0.73 -3.14 -0.84 1.056
O -3.4390 -3.8116 3.2885 -2.38 -5.17 -2.28 -0.618
N -2.6401 -5.2413 4.8250 0.11 0.44 -0.12 -0.192
C -1.6401 -6.0719 5.4708 -0.11 0.03 0.07 -0.860
H -1.2560 -3.7623 2.2083 0.42 -0.40 -0.34 -0.324
H -0.3853 -4.0288 3.7214 0.10 -0.12 -0.13 0.421
H -0.8460 -5.4104 2.6981 -0.02 -0.12 0.04 0.500
H -3.5674 -5.2199 5.2196 -0.06 -0.07 0.00 0.295
H -1.9559 -7.1154 5.4777 0.02 0.01 -0.04 0.312
H -1.4849 -5.7527 6.5019 0.03 0.01 -0.02 0.291
H -0.6953 -6.0022 4.9433 0.03 0.00 -0.02 0.328
C 4.7511 7.0722 -1.6311 0.01 -0.05 0.05 -1.426
C 3.4283 6.3454 -1.5865 0.04 0.16 -0.04 0.846
O 3.0874 5.6854 -0.6170 -0.07 -0.10 -0.05 -0.590
N 2.6167 6.4639 -2.6715 0.10 -0.03 -0.02 -0.116
C 2.8563 7.2052 -3.8978 -0.16 -0.11 0.10 -0.871
H 5.2719 6.8836 -0.6987 -0.01 -0.02 0.03 0.292
H 5.3647 6.7164 -2.4590 0.01 0.05 -0.03 0.387
H 4.6019 8.1462 -1.7426 0.02 0.01 -0.05 0.386
H 1.7393 5.9797 -2.5727 -0.05 0.02 -0.01 0.189
H 2.0975 7.9763 -4.0350 0.03 0.04 -0.01 0.294
H 2.8311 6.5404 -4.7623 0.04 0.01 -0.01 0.282
H 3.8282 7.6832 -3.8625 0.03 0.02 -0.01 0.338
C 2.5606 -2.9870 -5.1979 -0.04 0.03 0.05 -1.310
C 1.1029 -3.3639 -5.0961 -0.08 0.03 0.13 0.761
O 0.3768 -2.9209 -4.2047 0.23 0.02 0.11 -0.659
N 0.6060 -4.2081 -6.0159 0.02 -0.07 -0.13 -0.192
C 1.2941 -4.8315 -7.1349 -0.18 0.00 0.09 -0.888
H 2.7988 -2.3039 -4.3886 -0.03 0.00 0.02 0.216
H 3.1965 -3.8681 -5.1148 0.03 0.00 -0.05 0.397
H 2.7687 -2.4936 -6.1471 0.04 -0.04 -0.03 0.383
H -0.3714 -4.4201 -5.8851 -0.01 -0.02 0.00 0.251
H 0.8235 -4.5454 -8.0752 0.04 0.01 -0.03 0.298
H 1.2554 -5.9167 -7.0447 0.05 -0.01 -0.01 0.296
H 2.3329 -4.5234 -7.1601 0.03 0.01 0.00 0.352
C -1.3408 0.3928 4.9719 0.01 0.09 -0.04 -1.270
C -2.3390 0.3029 3.8404 -0.06 -0.54 -0.08 0.886
O -2.7920 1.2998 3.2893 0.18 0.46 -0.08 -0.783
N -2.7260 -0.9318 3.4461 0.39 0.38 0.29 -0.093
C -2.3081 -2.2240 3.9648 1.24 3.94 1.51 -0.113
H -1.1389 1.4411 5.1695 -0.04 0.06 0.01 0.300
H -1.7386 -0.0628 5.8783 0.02 -0.04 0.00 0.424
H -0.4075 -0.1066 4.7101 -0.08 -0.04 0.05 0.288
H -3.3977 -0.9196 2.6947 -0.12 -0.02 0.10 0.340
H -1.8481 -2.8233 3.1776 -0.25 2.79 0.95 -0.712
H -3.1651 -2.7735 4.3546 0.63 2.40 1.15 0.490
H -1.5898 -2.0933 4.7666 0.38 0.43 0.13 0.166



No. 2
90
Properties=species:S:1:pos:R:3:forces:R:3:lowdin_spin:R:1 method="wB97M-V/def2-TZVPD" multiplicity=2 total_charge=+1 de_lowest_kj_mol=20.6 homo_energy_ev="-10.8 / -10.9" s2=0.77 e_tot_ev=-108572.184 lumo_ev="-3.80 / -3.95" gap_ev="6.990 / 6.993"
Re 1.2449 0.5936 0.5900 -0.12 0.01 0.02 0.781
C 4.8016 0.2246 -1.4822 0.00 -0.03 0.03 0.005
C 3.5902 0.9684 -1.0366 -0.05 -0.10 -0.17 0.046
O 3.1029 0.5052 0.1173 0.03 -0.02 0.09 0.011
C 3.0515 2.0160 -1.7150 -0.01 0.02 0.02 0.003
C 1.9210 2.7990 -1.3084 0.00 -0.02 0.00 0.046
C 1.6680 4.1206 -1.9584 -0.01 -0.01 0.01 0.006
N 1.1305 2.3720 -0.3578 0.00 -0.01 0.01 -0.017
N 0.0941 3.2253 0.0398 -0.02 -0.03 -0.04 0.003
C -0.6786 2.6220 0.8812 0.00 0.01 -0.07 -0.009
O -0.4052 1.4135 1.3605 0.08 -0.06 -0.01 0.018
C -1.9256 3.2547 1.3425 -0.03 -0.01 -0.02 0.000
C -2.7514 2.5829 2.2385 -0.02 -0.03 0.00 -0.002
C -3.9484 3.1549 2.6415 0.00 0.01 0.00 0.000
C -4.3177 4.4021 2.1591 0.00 0.00 0.02 -0.002
C -3.4880 5.0810 1.2740 -0.01 0.00 -0.01 0.000
C -2.2978 4.5094 0.8619 0.01 0.00 -0.02 -0.002
H 5.5717 0.2950 -0.7127 0.02 0.00 0.00 0.002
H 5.1851 0.6102 -2.4227 0.01 0.01 -0.01 0.000
H 4.5574 -0.8364 -1.5911 0.02 0.17 0.02 0.002
H 3.5735 2.3422 -2.6023 0.00 0.01 0.01 0.000
H 2.3706 4.2898 -2.7694 0.00 0.00 0.00 0.000
H 1.7613 4.9213 -1.2236 0.00 0.00 0.00 0.003
H 0.6458 4.1671 -2.3335 0.00 0.00 0.00 0.002
H -2.4519 1.6148 2.6169 0.00 0.01 0.00 0.000
H -4.5898 2.6304 3.3374 0.00 0.00 0.00 0.000
H -5.2491 4.8511 2.4784 0.00 0.00 0.00 0.000
H -3.7729 6.0578 0.9057 0.00 -0.01 0.00 0.000
H -1.6470 5.0235 0.1679 -0.01 0.00 0.00 0.000
C 3.0343 2.5585 4.7121 0.01 0.00 0.00 0.011
C 3.5165 2.9877 3.4852 0.00 0.01 0.00 -0.002
C 3.0114 2.4181 2.3359 0.00 0.00 0.01 0.009
N 2.0669 1.4662 2.3672 0.01 0.02 -0.01 -0.006
C 1.5961 1.0544 3.5529 0.01 0.00 0.00 0.008
C 2.0586 1.5755 4.7437 -0.01 0.00 -0.01 -0.001
H 3.4157 2.9838 5.6306 0.00 0.00 0.00 0.001
H 4.2754 3.7528 3.4125 0.00 0.00 0.00 0.000
H 3.3621 2.7177 1.3582 0.00 0.00 0.00 0.001
H 0.8391 0.2845 3.5229 0.00 0.00 0.00 0.000
H 1.6572 1.2078 5.6767 0.00 0.00 0.00 0.000
O 0.1709 -0.3556 -0.7515 -0.05 0.26 -0.09 0.045
P -1.1878 -1.0062 -1.1114 0.09 -0.16 -0.02 0.009
C -0.9677 -1.7932 -2.6878 0.02 0.05 0.00 0.000
C -2.0666 -2.0039 -3.5207 -0.03 -0.04 -0.05 0.000
C -1.8911 -2.6692 -4.7219 -0.04 0.02 0.04 0.000
C -0.6269 -3.1169 -5.0872 0.06 0.01 0.02 0.000
C 0.4650 -2.9013 -4.2591 -0.02 0.03 -0.07 0.000
C 0.2990 -2.2382 -3.0541 -0.07 0.11 -0.06 0.000
C -2.4447 0.2555 -1.2612 0.02 -0.02 -0.02 0.003
C -2.1444 1.3612 -2.0605 0.03 0.00 0.03 0.001
C -3.0979 2.3405 -2.2670 0.04 0.08 0.03 0.000
C -4.3515 2.2237 -1.6782 0.00 0.03 0.03 0.000
C -4.6576 1.1226 -0.8945 0.00 -0.02 0.00 0.000
C -3.7091 0.1300 -0.6908 0.02 0.00 0.03 0.001
C -1.6628 -2.1940 0.1222 -0.07 0.02 0.04 0.000
C -1.6711 -3.5532 -0.1797 0.03 -0.01 0.06 0.000
C -2.0259 -4.4678 0.8013 -0.10 0.02 -0.01 0.000
C -2.3739 -4.0261 2.0682 -0.15 0.03 -0.05 0.000
C -2.3495 -2.6694 2.3757 -0.03 -0.04 0.01 0.000
C -1.9903 -1.7505 1.4077 0.04 0.02 -0.03 0.000
H -3.0493 -1.6478 -3.2349 -0.01 0.00 0.00 0.000
H -2.7370 -2.8370 -5.3745 0.00 0.00 0.00 0.000
H -0.4943 -3.6374 -6.0266 0.00 0.00 0.00 0.000
H 1.4460 -3.2585 -4.5431 -0.02 -0.01 0.01 0.000
H 1.1401 -2.0759 -2.3970 -0.08 0.06 -0.04 0.000
H -1.1678 1.4460 -2.5235 0.02 0.01 0.00 0.000
H -2.8653 3.2001 -2.8818 0.00 -0.01 0.00 0.000
H -5.0930 2.9960 -1.8345 0.00 0.00 -0.01 0.000
H -5.6370 1.0304 -0.4449 0.00 0.00 0.00 0.000
H -3.9564 -0.7375 -0.0939 0.00 -0.01 0.02 0.000
H -1.3661 -3.9003 -1.1574 -0.04 0.00 -0.05 0.000
H -2.0169 -5.5253 0.5751 -0.01 -0.01 0.00 0.000
H -2.6542 -4.7430 2.8289 0.01 0.00 0.00 0.000
H -2.6042 -2.3343 3.3725 -0.01 0.00 0.00 0.000
H -1.9529 -0.6912 1.6437 -0.02 -0.02 -0.01 0.000
F 0.3709 -4.1117 2.3860 0.18 -0.05 0.02 0.000
C 1.5240 -3.5653 2.7385 0.07 0.13 0.04 0.000
F 2.4170 -4.4966 2.9916 -0.04 0.02 0.00 0.000
F 1.3369 -2.8271 3.8370 0.01 -0.04 -0.05 0.000
S 2.1432 -2.4361 1.3884 0.15 0.12 -0.13 0.002
O 1.3111 -1.2262 1.6622 0.00 -0.06 0.28 0.018
O 3.5401 -2.2780 1.6181 -0.05 -0.03 0.09 0.002
N 1.6644 -2.9221 -0.0008 -0.07 -0.10 -0.08 0.002
S 2.1129 -4.2957 -0.6944 0.06 -0.05 0.17 0.000
O 2.5405 -5.2766 0.2519 -0.02 0.01 -0.08 0.000
O 1.1531 -4.5990 -1.7079 0.10 -0.15 0.11 0.000
C 3.6240 -3.7888 -1.6262 0.04 -0.12 0.07 0.000
F 4.6032 -3.4469 -0.8012 0.03 -0.02 0.03 0.000
F 4.0220 -4.7918 -2.3950 -0.02 0.03 -0.02 0.000
F 3.3489 -2.7288 -2.4031 -0.01 -0.02 -0.12 0.000